{
  "formula": "C16H47N4O5",
  "method": "wB97M-V/def2-TZVPD",
  "elements": ["O", "H", "H", "H", "C", "C", "C", "O", "C", "N", "H", "H", "H", "H", "H", "H", "H", "H", "H", "H", "H", "C", "C", "C", "O", "C", "N", "H", "H", "H", "H", "H", "H", "H", "H", "H", "H", "H", "C", "C", "C", "O", "C", "N", "H", "H", "H", "H", "H", "H", "H", "H", "H", "H", "H", "C", "C", "C", "O", "C", "N", "H", "H", "H", "H", "H", "H", "H", "H", "H", "H", "H"],
  "xyz": [[-0.05, 0.04, 0.11], [-0.78, 0.77, -0.27], [-0.44, -0.70, -0.10], [0.27, 0.11, 1.07], [0.06, -3.72, -0.59], [-1.34, -3.33, -0.41], [-1.66, -3.09, 1.12], [-0.81, -2.15, 1.61], [-0.94, -2.05, 3.04], [-1.63, -2.12, -1.01], [-0.03, -4.65, -0.17], [0.67, -3.11, -0.01], [0.45, -3.95, -1.70], [-2.14, -3.81, -0.94], [-1.45, -4.11, 1.74], [-2.66, -2.77, 1.06], [-0.56, -2.97, 3.54], [-2.09, -1.83, 3.43], [-0.49, -1.15, 3.45], [-2.56, -1.76, -0.86], [-1.66, -2.23, -2.10], [-0.01, 1.90, 3.27], [1.37, 1.87, 2.68], [2.55, 2.22, 3.61], [2.45, 3.48, 4.02], [3.60, 4.05, 4.61], [1.56, 0.49, 2.18], [-0.82, 1.80, 2.43], [0.14, 3.02, 3.37], [-0.26, 1.17, 4.17], [1.67, 2.61, 1.73], [3.39, 1.90, 3.19], [2.51, 1.57, 4.50], [3.98, 3.53, 5.29], [3.16, 4.99, 4.84], [4.24, 3.98, 3.64], [1.68, -0.11, 2.92], [2.36, 0.20, 1.68], [1.70, 0.21, -2.69], [1.63, -1.29, -2.93], [1.85, -1.64, -4.42], [0.72, -1.33, -5.10], [0.71, -1.81, -6.43], [2.70, -1.79, -2.16], [1.69, 0.54, -1.61], [0.85, 0.68, -3.11], [2.53, 0.39, -3.38], [0.78, -1.64, -2.51], [2.03, -2.64, -4.78], [2.62, -0.98, -4.87], [1.44, -1.22, -7.13], [-0.36, -1.75, -6.75], [1.00, -2.75, -6.68], [3.66, -1.69, -2.72], [2.64, -2.90, -2.14], [-2.37, 1.76, -1.95], [-2.24, 2.68, -0.76], [-2.83, 2.21, 0.52], [-2.58, 0.88, 0.76], [-3.41, 0.33, 1.77], [-0.74, 2.76, -0.48], [-2.07, 0.77, -1.87], [-1.90, 2.30, -2.71], [-3.21, 1.83, -2.41], [-2.71, 3.79, -0.99], [-3.90, 2.26, 0.28], [-2.62, 2.77, 1.49], [-2.85, -0.62, 2.13], [-4.50, 0.34, 1.62], [-3.30, 0.68, 2.68], [-0.53, 3.42, 0.23], [-0.20, 3.30, -1.08]],
  "e_above_lowest_ev": 10.922,
  "multiplicity": 1,
  "lumo_ev": -1.717,
  "e_homo_ha": -0.4208,
  "total_charge": 1,
  "energy_ha": -1232.38220
}



{
  "formula": "C16H48BeN2O22",
  "method": "wB97M-V/def2-TZVPD",
  "elements": ["Be", "N", "O", "O", "O", "N", "O", "O", "O", "C", "C", "O", "O", "H", "H", "H", "H", "H", "H", "C", "C", "O", "O", "H", "H", "H", "H", "H", "H", "C", "C", "O", "O", "H", "H", "H", "H", "H", "H", "C", "C", "O", "O", "H", "H", "H", "H", "H", "H", "C", "C", "O", "O", "H", "H", "H", "H", "H", "H", "C", "C", "O", "O", "H", "H", "H", "H", "H", "H", "C", "C", "O", "O", "H", "H", "H", "H", "H", "H", "C", "C", "O", "O", "H", "H", "H", "H", "H", "H"],
  "xyz": [[0.14, -20.88, -2.59], [3.33, -22.82, -1.49], [3.49, -24.04, -1.54], [2.19, -22.27, -1.54], [4.31, -22.13, -1.23], [3.15, -18.69, -3.11], [4.06, -18.87, -2.32], [2.04, -19.14, -2.87], [3.29, -18.02, -4.16], [-4.08, -21.10, 0.79], [-5.20, -20.15, 1.36], [-5.59, -20.59, 2.58], [-4.53, -22.42, 0.67], [-3.28, -21.16, 1.53], [-3.68, -20.76, -0.17], [-6.06, -20.14, 0.69], [-4.92, -19.11, 1.55], [-6.10, -21.40, 2.47], [-5.06, -22.39, -0.13], [1.57, -24.37, 1.60], [0.17, -23.78, 1.38], [0.20, -22.47, 1.74], [1.97, -24.48, 3.00], [2.39, -23.82, 1.16], [1.68, -25.37, 1.17], [-0.60, -24.22, 2.01], [-0.22, -23.80, 0.36], [0.41, -22.43, 2.67], [1.26, -24.98, 3.42], [-0.96, -15.96, -4.73], [-0.13, -16.23, -5.97], [-0.89, -16.16, -7.18], [-1.81, -17.00, -4.39], [-1.50, -15.02, -4.78], [-0.28, -15.81, -3.89], [0.33, -17.21, -5.92], [0.65, -15.47, -6.01], [-1.55, -16.87, -7.20], [-2.62, -16.71, -4.82], [-0.19, -19.38, 0.15], [-1.09, -18.46, -0.59], [-0.86, -18.44, -1.94], [-0.36, -20.73, -0.14], [-0.45, -19.21, 1.19], [0.84, -19.04, 0.07], [-0.88, -17.46, -0.22], [-2.16, -18.61, -0.41], [-0.78, -17.53, -2.24], [-0.20, -21.32, 0.60], [-4.69, -19.76, -3.74], [-6.22, -19.50, -3.83], [-6.63, -18.28, -3.31], [-4.14, -19.52, -2.53], [-4.17, -19.19, -4.51], [-4.61, -20.84, -3.86], [-6.79, -20.31, -3.37], [-6.59, -19.49, -4.85], [-6.62, -18.36, -2.35], [-4.27, -18.58, -2.36], [2.04, -27.54, -3.05], [0.95, -26.49, -2.86], [1.22, -25.71, -1.72], [3.18, -27.05, -3.66], [1.67, -28.39, -3.63], [2.39, -28.03, -2.15], [-0.03, -26.95, -2.85], [0.92, -25.77, -3.68], [2.04, -25.23, -1.88], [3.74, -27.82, -3.79], [-0.28, -20.13, -5.82], [0.25, -21.60, -5.65], [1.28, -21.72, -4.65], [-0.97, -19.76, -4.66], [-0.96, -20.07, -6.67], [0.57, -19.47, -5.99], [0.73, -21.95, -6.56], [-0.59, -22.26, -5.44], [2.08, -21.97, -5.13], [-1.40, -18.91, -4.76], [-2.72, -22.76, -2.79], [-1.80, -23.73, -2.09], [-0.42, -23.40, -2.41], [-2.32, -21.45, -2.59], [-3.77, -22.91, -2.52], [-2.73, -22.90, -3.87], [-1.91, -24.77, -2.39], [-1.98, -23.66, -1.02], [0.13, -24.16, -2.23], [-3.08, -20.86, -2.68]],
  "e_above_lowest_ev": 0.000,
  "multiplicity": 1,
  "lumo_ev": -1.564,
  "e_homo_ha": -0.2705,
  "energy_ha": -2417.42882
}



{
  "formula": "C16H48BrHfO8S8",
  "method": "wB97M-V/def2-TZVPD",
  "elements": ["Hf", "Br", "C", "S", "O", "C", "H", "H", "H", "H", "H", "H", "C", "S", "O", "C", "H", "H", "H", "H", "H", "H", "C", "S", "O", "C", "H", "H", "H", "H", "H", "H", "C", "S", "O", "C", "H", "H", "H", "H", "H", "H", "C", "S", "O", "C", "H", "H", "H", "H", "H", "H", "C", "S", "O", "C", "H", "H", "H", "H", "H", "H", "C", "S", "O", "C", "H", "H", "H", "H", "H", "H", "C", "S", "O", "C", "H", "H", "H", "H", "H", "H"],
  "xyz": [[0.04, 14.71, -13.06], [2.58, 15.46, -14.18], [0.11, 19.01, -14.84], [-1.31, 17.88, -14.75], [-0.89, 16.79, -13.78], [-2.37, 18.95, -13.63], [-0.14, 20.05, -15.01], [0.97, 18.56, -15.35], [0.54, 19.29, -13.88], [-3.38, 18.63, -13.89], [-2.24, 20.03, -13.56], [-2.20, 18.54, -12.63], [0.14, 18.95, -10.42], [1.28, 17.46, -10.71], [0.76, 16.62, -11.91], [2.81, 18.31, -11.13], [0.17, 19.47, -11.37], [0.39, 19.72, -9.69], [-0.85, 18.51, -10.30], [2.54, 18.87, -12.03], [3.68, 17.72, -11.42], [3.04, 18.98, -10.30], [-4.43, 15.31, -14.08], [-3.22, 14.17, -14.90], [-2.01, 14.21, -13.95], [-4.22, 12.61, -14.59], [-4.69, 14.92, -13.10], [-5.32, 15.39, -14.70], [-3.94, 16.24, -13.77], [-3.58, 11.76, -14.82], [-5.13, 12.53, -15.18], [-4.58, 12.67, -13.56], [4.41, 12.33, -13.14], [2.79, 12.06, -12.17], [1.61, 12.96, -12.62], [2.17, 10.31, -12.64], [4.97, 11.39, -13.15], [4.98, 13.18, -12.76], [4.02, 12.53, -14.14], [2.81, 9.56, -12.16], [2.32, 10.13, -13.71], [1.15, 10.16, -12.29], [0.63, 14.84, -8.18], [1.33, 13.80, -9.60], [0.77, 14.42, -10.84], [3.02, 14.52, -9.36], [-0.43, 14.57, -8.20], [0.88, 15.87, -8.41], [0.99, 14.37, -7.26], [3.04, 15.61, -9.28], [3.60, 14.23, -10.24], [3.49, 13.97, -8.54], [-3.25, 12.14, -10.74], [-1.69, 11.56, -11.63], [-0.79, 12.68, -12.08], [-0.87, 10.94, -10.12], [-3.24, 12.94, -10.01], [-3.69, 11.35, -10.12], [-3.86, 12.54, -11.55], [-1.36, 11.36, -9.24], [0.18, 11.24, -10.17], [-0.86, 9.85, -10.08], [1.43, 11.64, -16.32], [0.13, 11.40, -15.06], [-0.11, 12.77, -14.39], [-1.30, 11.33, -16.24], [2.27, 12.13, -15.81], [1.17, 12.45, -17.00], [1.70, 10.75, -16.89], [-2.17, 10.71, -16.02], [-0.76, 11.05, -17.15], [-1.54, 12.38, -16.45], [0.56, 16.58, -17.57], [-0.02, 14.90, -16.97], [-0.33, 15.08, -15.46], [-1.72, 15.05, -17.75], [0.86, 16.27, -18.57], [1.31, 16.78, -16.80], [-0.20, 17.36, -17.60], [-1.62, 15.11, -18.84], [-2.19, 15.95, -17.35], [-2.38, 14.23, -17.48]],
  "multiplicity": 1,
  "lumo_ev": -7.561,
  "e_homo_ha": -0.5836,
  "total_charge": 3,
  "energy_ha": -7046.83106
}



{
  "formula": "C16H48F6O8P",
  "method": "wB97M-V/def2-TZVPD",
  "elements": ["P", "F", "F", "F", "F", "F", "F", "C", "C", "O", "H", "H", "H", "H", "H", "H", "C", "C", "O", "H", "H", "H", "H", "H", "H", "C", "C", "O", "H", "H", "H", "H", "H", "H", "C", "C", "O", "H", "H", "H", "H", "H", "H", "C", "C", "O", "H", "H", "H", "H", "H", "H", "O", "H", "H", "C", "C", "C", "O", "H", "H", "H", "H", "H", "H", "H", "H", "C", "C", "C", "O", "H", "H", "H", "H", "H", "H", "H", "H"],
  "xyz": [[-20.71, 6.39, -9.60], [-22.33, 6.65, -9.51], [-20.91, 5.95, -11.15], [-20.34, 7.86, -10.15], [-19.14, 5.94, -9.64], [-20.64, 6.93, -8.08], [-21.01, 4.91, -9.04], [-18.55, 8.31, -5.47], [-18.51, 6.79, -5.29], [-19.87, 6.33, -5.34], [-19.23, 8.65, -4.70], [-18.75, 8.53, -6.51], [-17.59, 8.75, -5.15], [-18.12, 6.43, -4.34], [-18.01, 6.28, -6.12], [-20.27, 6.59, -6.17], [-23.99, 4.14, -7.75], [-24.18, 3.32, -9.04], [-25.54, 3.17, -9.41], [-24.56, 3.72, -6.92], [-24.21, 5.19, -7.96], [-22.91, 4.10, -7.62], [-23.68, 2.35, -9.00], [-23.65, 3.92, -9.78], [-25.55, 2.70, -10.25], [-20.28, 1.93, -8.19], [-19.02, 2.76, -8.02], [-18.49, 3.16, -9.28], [-20.61, 1.63, -7.19], [-20.00, 0.98, -8.66], [-21.12, 2.42, -8.67], [-18.29, 2.16, -7.48], [-19.26, 3.72, -7.54], [-18.97, 3.91, -9.66], [-19.72, 10.54, -11.87], [-20.74, 10.14, -12.95], [-20.17, 9.77, -14.18], [-19.07, 9.75, -11.52], [-20.28, 10.91, -11.00], [-19.18, 11.43, -12.21], [-21.48, 10.93, -13.08], [-21.30, 9.31, -12.50], [-19.92, 8.84, -14.11], [-17.49, 10.04, -8.48], [-16.40, 9.01, -8.73], [-16.77, 8.03, -9.69], [-17.61, 10.70, -9.34], [-17.13, 10.71, -7.70], [-18.47, 9.62, -8.24], [-16.11, 8.47, -7.81], [-15.41, 9.43, -8.92], [-17.62, 7.71, -9.36], [-23.78, 6.18, -11.66], [-23.83, 7.03, -11.21], [-22.92, 5.84, -11.42], [-17.81, 7.72, -14.26], [-18.69, 6.48, -14.08], [-18.15, 5.49, -13.06], [-20.00, 6.85, -13.63], [-17.96, 8.45, -13.47], [-18.02, 8.21, -15.21], [-16.78, 7.35, -14.29], [-18.70, 5.93, -15.03], [-18.77, 4.59, -13.04], [-17.92, 5.92, -12.08], [-17.20, 5.04, -13.40], [-20.20, 6.42, -12.79], [-21.56, 3.24, -12.21], [-21.36, 1.99, -13.06], [-21.12, 0.74, -12.23], [-22.61, 1.79, -13.76], [-21.87, 4.10, -12.80], [-20.65, 3.44, -11.65], [-22.36, 3.06, -11.48], [-20.52, 2.22, -13.73], [-21.11, -0.12, -12.89], [-21.96, 0.61, -11.56], [-20.19, 0.83, -11.66], [-22.45, 1.59, -14.68]],
  "e_above_lowest_ev": 1.247,
  "multiplicity": 1,
  "lumo_ev": 2.701,
  "e_homo_ha": -0.2719,
  "total_charge": -1,
  "energy_ha": -2181.14373
}



{
  "formula": "C16H48O16",
  "method": "wB97M-V/def2-TZVPD",
  "elements": ["C", "C", "O", "O", "H", "H", "H", "H", "H", "H", "C", "C", "O", "O", "H", "H", "H", "H", "H", "H", "C", "C", "O", "O", "H", "H", "H", "H", "H", "H", "C", "C", "O", "O", "H", "H", "H", "H", "H", "H", "C", "C", "O", "O", "H", "H", "H", "H", "H", "H", "C", "C", "O", "O", "H", "H", "H", "H", "H", "H", "C", "C", "O", "O", "H", "H", "H", "H", "H", "H", "C", "C", "O", "O", "H", "H", "H", "H", "H", "H"],
  "xyz": [[-0.22, 0.27, -1.63], [-0.53, -0.60, -0.43], [-0.01, 0.11, 0.71], [1.10, 0.01, -2.09], [-0.30, 1.33, -1.43], [-1.02, 0.05, -2.36], [-0.12, -1.62, -0.43], [-1.61, -0.66, -0.28], [0.96, 0.14, 0.71], [1.28, 0.68, -2.78], [-2.56, -3.90, 0.10], [-2.95, -4.28, 1.51], [-4.06, -5.20, 1.49], [-3.45, -2.94, -0.48], [-2.59, -4.82, -0.50], [-1.56, -3.52, -0.09], [-3.18, -3.41, 2.13], [-2.09, -4.69, 2.07], [-4.00, -5.59, 2.37], [-4.18, -3.44, -0.86], [-3.28, 1.41, 1.74], [-3.99, 0.07, 1.90], [-4.20, -0.23, 3.26], [-4.11, 2.50, 2.09], [-2.86, 1.60, 0.74], [-2.41, 1.39, 2.40], [-3.37, -0.73, 1.47], [-4.92, -0.02, 1.33], [-5.00, 0.17, 3.61], [-4.64, 2.76, 1.33], [0.64, 4.89, 0.82], [0.77, 3.86, 1.95], [1.33, 4.44, 3.12], [1.99, 5.04, 0.26], [0.29, 5.86, 1.16], [0.06, 4.48, 0.01], [1.31, 2.99, 1.56], [-0.26, 3.58, 2.21], [1.33, 3.74, 3.78], [2.55, 4.89, 1.03], [-0.86, -1.85, 3.70], [-1.54, -2.13, 5.05], [-2.96, -2.17, 4.99], [-1.13, -0.58, 3.18], [-1.08, -2.66, 3.00], [0.22, -1.96, 3.86], [-1.12, -1.43, 5.78], [-1.29, -3.11, 5.44], [-3.30, -1.28, 4.87], [-0.88, -0.51, 2.25], [3.58, -1.13, -4.25], [2.83, -2.45, -4.52], [2.77, -2.61, -5.95], [3.81, -0.97, -2.84], [2.96, -0.31, -4.61], [4.55, -1.03, -4.72], [1.80, -2.43, -4.16], [3.25, -3.33, -4.03], [3.44, -3.26, -6.18], [2.95, -0.77, -2.45], [0.11, 3.32, -5.81], [-0.06, 1.98, -5.07], [1.09, 1.65, -4.31], [-0.59, 4.39, -5.17], [-0.38, 3.19, -6.78], [1.18, 3.53, -5.86], [-0.31, 1.23, -5.82], [-0.99, 2.05, -4.49], [1.40, 2.47, -3.90], [-0.76, 5.03, -5.87], [4.52, 0.36, 2.04], [3.71, -0.93, 2.20], [2.89, -0.94, 1.02], [5.01, 0.85, 3.28], [3.80, 1.10, 1.69], [5.31, 0.31, 1.29], [3.10, -0.98, 3.10], [4.43, -1.74, 2.17], [2.79, -1.80, 0.62], [5.62, 0.28, 3.76]],
  "e_above_lowest_ev": 1.946,
  "multiplicity": 1,
  "smiles": "OCCO.OCCO.OCCO.OCCO.OCCO.OCCO.OCCO.OCCO",
  "lumo_ev": 0.392,
  "e_homo_ha": -0.3535,
  "energy_ha": -1842.07150
}



{
  "formula": "C16H48O16",
  "method": "wB97M-V/def2-TZVPD",
  "elements": ["C", "C", "O", "O", "H", "H", "H", "H", "H", "H", "C", "C", "O", "O", "H", "H", "H", "H", "H", "H", "C", "C", "O", "O", "H", "H", "H", "H", "H", "H", "C", "C", "O", "O", "H", "H", "H", "H", "H", "H", "C", "C", "O", "O", "H", "H", "H", "H", "H", "H", "C", "C", "O", "O", "H", "H", "H", "H", "H", "H", "C", "C", "O", "O", "H", "H", "H", "H", "H", "H", "C", "C", "O", "O", "H", "H", "H", "H", "H", "H"],
  "xyz": [[-4.27, 0.16, 4.00], [-4.91, 0.10, 5.43], [-3.87, 0.45, 6.38], [-3.59, -1.02, 3.77], [-3.47, 0.89, 3.96], [-4.95, 0.32, 3.16], [-5.39, -0.88, 5.53], [-5.67, 0.89, 5.40], [-3.31, -0.32, 6.48], [-3.44, -1.08, 2.82], [0.14, 0.78, -2.68], [0.74, -0.57, -2.19], [-0.40, -1.35, -1.75], [0.71, 1.10, -3.95], [0.29, 1.62, -2.01], [-0.94, 0.75, -2.71], [1.63, -0.30, -1.64], [1.15, -1.11, -3.05], [-0.14, -2.27, -1.81], [0.09, 1.73, -4.32], [-5.50, 6.21, -4.04], [-5.04, 6.14, -5.58], [-3.67, 5.57, -5.67], [-4.68, 7.16, -3.40], [-5.41, 5.24, -3.55], [-6.58, 6.38, -4.07], [-5.05, 7.19, -5.87], [-5.57, 5.38, -6.16], [-3.04, 6.19, -5.29], [-4.72, 6.96, -2.46], [7.22, -2.11, 3.86], [8.67, -1.64, 4.14], [9.25, -2.44, 5.15], [7.09, -3.48, 3.61], [6.73, -1.76, 2.95], [6.50, -2.00, 4.67], [8.53, -0.59, 4.41], [9.33, -1.69, 3.27], [8.89, -3.29, 4.88], [6.24, -3.59, 3.18], [1.16, 3.03, -12.09], [1.85, 2.66, -10.69], [1.03, 1.59, -10.23], [1.53, 2.10, -13.11], [1.59, 4.01, -12.27], [0.09, 3.19, -11.97], [1.85, 3.56, -10.08], [2.88, 2.35, -10.83], [1.22, 1.33, -9.33], [1.08, 1.28, -12.89], [1.14, -5.01, 6.62], [-0.09, -5.63, 7.40], [-1.36, -4.90, 7.15], [0.78, -4.93, 5.22], [2.08, -5.57, 6.66], [1.43, -4.02, 6.99], [0.06, -5.55, 8.47], [-0.16, -6.67, 7.08], [-1.67, -5.40, 6.39], [0.02, -4.35, 5.17], [-7.23, -5.21, 1.50], [-6.41, -5.99, 0.39], [-6.90, -7.29, 0.24], [-6.87, -5.68, 2.83], [-8.28, -5.47, 1.38], [-7.18, -4.15, 1.24], [-5.36, -5.80, 0.60], [-6.73, -5.40, -0.47], [-6.93, -7.56, 1.16], [-7.47, -5.21, 3.41], [6.04, 4.57, 2.75], [5.96, 4.12, 1.29], [7.02, 3.44, 0.75], [7.16, 5.41, 2.96], [6.26, 3.76, 3.45], [5.12, 4.99, 3.15], [5.59, 4.95, 0.68], [5.16, 3.41, 1.06], [7.77, 4.01, 0.58], [7.12, 6.27, 2.54]],
  "e_above_lowest_ev": 4.975,
  "multiplicity": 1,
  "smiles": "OCCO.OCCO.OCCO.OCCO.OCCO.OCCO.OCCO.OCCO",
  "lumo_ev": 0.124,
  "e_homo_ha": -0.3738,
  "energy_ha": -1841.96020
}



| no. | orbital gap (eV) |
| --- | --- |
| 1 | 9.7 |
| 2 | 5.8 |
| 3 | 8.3 |
| 4 | 10.1 |
| 5 | 10.0 |
| 6 | 10.3 |